1.
ORCA calculation (the ωB97M-V functional and the def2-TZVPD basis) on a cluster of 2 separate species, C4H13N2O2 in total at a distorted geometry.

Geometry (Å):
O1 -0.32604 -3.66656 0.17019
C1 -0.87179 -2.97789 -0.60382
C2 -0.47853 -1.42282 -0.54327
C3 0.86060 -1.00774 0.14420
C4 1.34756 0.41396 0.16296
N1 0.44063 1.30411 1.00036
N2 -1.62776 -0.72608 0.07166
H1 -1.62742 -3.29978 -1.14760
H2 -0.32102 -1.18497 -1.54376
H3 1.68835 -1.57645 -0.40926
H4 0.90700 -1.50491 1.14737
H5 1.31963 0.77098 -0.89340
H6 2.51991 0.47004 0.41575
H7 0.78781 1.02637 1.99241
H8 -0.59428 1.05286 0.72843
H9 0.51759 2.36239 0.70003
H10 -2.03383 -1.21462 0.87164
H11 -2.26152 -0.75515 -0.73460
H12 0.01909 4.58178 -0.08259
H13 0.01760 3.76387 -1.23617
O2 -0.28358 3.59061 -0.21055

Cartesian forces (eV/Å) of the 6 atoms listed first:
O 1.199 -2.565 1.677
C 4.379 4.681 3.078
C 0.288 -0.767 1.633
C 1.181 -3.609 0.321
C 1.315 0.469 -1.771
N 0.605 0.002 0.178

- max |F| (Eh/bohr) = 0.1383
- net charge = +1
- energy relative to the best compared isomer or geometry (same formula, charge and spin) (kcal per mole) = 91.2
- HOMO-LUMO gap (eV) = 9.47
- total energy (eV) = -11425.521

2.
ORCA calculation (the ωB97M-V functional and the def2-TZVPD basis) on a structure of composition C15H4EuF5N4O4 at a distorted geometry.

Geometry (Å):
Eu1 -1.33491 -0.02640 0.23283
O1 2.05884 3.14816 -0.43843
C1 1.14308 2.19134 -0.48489
O2 0.35204 1.99113 0.41447
C2 1.14330 1.34379 -1.70932
C3 2.04008 1.43905 -2.75608
C4 1.91633 0.52566 -3.80040
C5 0.91906 -0.43108 -3.75261
C6 0.05596 -0.44842 -2.65912
N1 0.17255 0.42755 -1.67156
C7 -1.08074 -1.50011 -2.51297
O3 -1.22173 -2.29463 -3.42759
O4 -1.73515 -1.38675 -1.42567
H1 1.97785 3.62875 0.39441
H2 2.81172 2.19557 -2.75058
H3 2.60270 0.56630 -4.63590
H4 0.78041 -1.17303 -4.52623
F1 -1.13931 -0.45358 3.28707
C8 -0.12898 -1.31487 2.93334
C9 0.12617 -1.39049 1.58134
C10 1.12510 -2.27889 1.23266
F2 1.44309 -2.39408 -0.08903
C11 1.82995 -3.04198 2.14722
F3 2.79369 -3.90553 1.76874
C12 1.53069 -2.90599 3.49534
F4 2.20609 -3.62900 4.40639
C13 0.53885 -2.02861 3.90811
F5 0.26043 -1.90453 5.22081
N2 -3.12272 1.32669 0.52825
C14 -3.95027 2.15539 0.67636
N3 -4.84449 3.03175 0.69134
C15 -5.37351 3.87525 1.52372
N4 -5.89615 4.66159 2.19799

Cartesian forces (eV/Å) of the 6 atoms listed first:
Eu 0.251 0.707 0.834
O 0.486 0.206 -0.473
C -0.650 -0.363 0.541
O 0.400 0.363 -0.172
C -0.006 -0.135 -0.164
C 0.022 0.070 0.075

- 2S+1 = 8
- max |F| (Eh/bohr) = 0.0507
- net charge = -1
- energy relative to the best compared isomer or geometry (same formula, charge and spin) (kcal per mole) = 16.8
- HOMO-LUMO gap (spin up / spin down) (eV) = 5.01 / 7.50
- total energy (eV) = -62689.472

3.
ORCA calculation (the ωB97M-V functional and the def2-TZVPD basis) on a cluster of 2 separate species, C2H10N3O in total at a distorted geometry.

Geometry (Å):
C1 2.42586 -0.74391 1.17518
O1 1.37501 -1.04354 0.21160
H1 3.35314 -0.41285 0.67509
H2 2.05013 0.10631 1.80191
H3 2.65227 -1.62102 1.75852
H4 1.84460 -1.41520 -0.57579
N1 -0.05966 1.01447 -0.81747
C2 -1.29465 0.55690 -0.72144
N2 -1.54606 -0.70309 -0.34249
N3 -2.39722 1.41089 -0.68324
H5 0.14985 2.01230 -0.84439
H6 0.69530 0.46087 -0.39408
H7 -2.53845 -0.98884 -0.21961
H8 -0.79028 -1.30679 -0.06410
H9 -3.19775 1.06706 -1.21007
H10 -2.72209 1.60645 0.25037

Cartesian forces (eV/Å) of the 6 atoms listed first:
C -0.520 1.067 -0.329
O 1.936 -0.777 -0.448
H -0.428 -0.075 0.103
H 0.338 -0.932 -0.415
H -0.032 -0.216 0.408
H -0.795 0.336 0.884

- 2S+1 = 2
- max |F| (Eh/bohr) = 0.0828
- energy relative to the best compared isomer or geometry (same formula, charge and spin) (kcal per mole) = 10.7
- HOMO-LUMO gap (spin up / spin down) (eV) = 4.24 / 9.38
- total energy (eV) = -8751.375

4.
ORCA calculation (the ωB97M-V functional and the def2-TZVPD basis) on a structure of composition C21H21F6KN6O2PS2Se.

Geometry (Å):
K1 -0.79050 0.89502 -1.64489
C1 0.23977 -1.75799 3.00349
C2 -0.86417 -0.94974 2.44578
N1 -1.23545 -1.13439 1.12051
N2 -0.21104 -1.24409 0.15427
C3 -0.01954 -2.46672 -0.26805
S1 -0.76915 -3.92808 0.14633
S2 1.36562 -2.35275 -1.41749
C4 1.28967 -3.90283 -2.34958
C5 2.46792 -4.80771 -2.13183
C6 3.36305 -5.08118 -3.15924
C7 4.44162 -5.93465 -2.95722
C8 4.63430 -6.52736 -1.71957
C9 3.74302 -6.25834 -0.68559
C10 2.67191 -5.40375 -0.88725
C11 -1.66163 0.04846 2.99172
C12 -1.85835 0.58816 4.28012
C13 -2.77370 1.62340 4.42943
C14 -3.48514 2.13710 3.34612
C15 -3.30526 1.61733 2.04897
C16 -2.40819 0.59267 1.91442
O1 -2.07891 -0.03337 0.74950
H1 0.08608 -2.82035 2.79925
H2 0.31754 -1.59444 4.07825
H3 1.18209 -1.45625 2.53636
H4 1.20167 -3.63910 -3.40394
H5 0.36760 -4.38865 -2.01906
H6 3.21672 -4.61259 -4.12597
H7 5.13362 -6.12932 -3.76830
H8 5.47478 -7.19180 -1.55732
H9 3.88813 -6.71535 0.28617
H10 1.97212 -5.18092 -0.08973
H11 -1.30345 0.20658 5.12768
H12 -2.93797 2.04511 5.41487
H13 -4.18806 2.94658 3.49718
H14 -3.82100 2.01615 1.18764
F1 1.04899 1.80489 -3.42663
P1 0.62557 1.45155 -4.97370
F2 1.88022 2.30855 -5.51561
F3 -0.30540 2.77332 -4.99730
F4 -0.64654 0.59487 -4.38733
F5 1.53931 0.12662 -4.91032
F6 0.17795 1.09336 -6.48128
Se1 -4.05547 5.24236 -0.98090
C17 -3.50529 3.51621 -1.14833
N3 -3.08852 2.43794 -1.25975
C18 -1.51740 5.25156 1.81719
N4 -0.57748 4.20301 1.51491
C19 -0.04434 3.29602 2.50271
C20 0.76940 2.33241 1.62853
O2 1.44161 1.42638 2.07098
N5 0.61381 2.70042 0.31083
C21 -0.16897 3.77357 0.30670
N6 -0.47723 4.43046 -0.83047
H15 -1.13737 5.85307 2.64761
H16 -2.49294 4.84422 2.08901
H17 -1.65864 5.89804 0.95465
H18 -0.82507 2.76854 3.05148
H19 0.60959 3.80743 3.21536
H20 -0.18014 3.95497 -1.66960
H21 -1.37138 4.90539 -0.90177

Cartesian forces (eV/Å) of the 6 atoms listed first:
K 0.180 -0.098 0.016
C 0.016 0.013 0.001
C -0.215 0.097 0.117
N 0.378 -0.215 -0.142
N -0.388 0.012 -0.064
C 0.066 -0.004 0.040

- 2S+1 = 2
- max |F| (Eh/bohr) = 0.0089
- net charge = -2
- energy relative to the best compared isomer or geometry (same formula, charge and spin) (kcal per mole) = 10.1
- HOMO-LUMO gap (spin up / spin down) (eV) = 5.20 / 7.13
- total energy (eV) = -164099.167

5.
ORCA calculation (the ωB97M-V functional and the def2-TZVPD basis) on the molecule C6H9N at a distorted geometry.

Geometry (Å):
C1 2.75353 -0.03477 -0.50456
C2 1.72508 0.00411 0.09891
C3 0.48301 0.24853 0.95979
C4 -0.55916 1.12996 0.31545
C5 -1.33216 0.34260 -0.62869
C6 -1.08880 -1.04683 -0.19884
N1 -0.11267 -1.04899 0.91160
H1 3.39406 -0.31442 -1.25264
H2 0.77679 0.50009 2.08308
H3 -0.90879 1.97793 1.15905
H4 0.06496 1.98010 -0.03235
H5 -0.94254 0.47874 -1.68434
H6 -2.32104 0.79162 -0.66214
H7 -0.43964 -1.44807 -1.14316
H8 -2.04008 -1.57595 -0.28490
H9 0.54746 -1.98465 0.86374

Cartesian forces (eV/Å) of the 6 atoms listed first:
C -0.643 -0.353 -0.048
C -1.368 2.320 1.911
C 2.638 -1.605 1.152
C 3.118 6.107 3.725
C -0.455 2.245 -2.091
C 2.439 -2.394 -3.672

- max |F| (Eh/bohr) = 0.1518
- energy relative to the best compared isomer or geometry (same formula, charge and spin) (kcal per mole) = 116.9
- HOMO-LUMO gap (eV) = 9.30
- total energy (eV) = -7853.089
- structure (SMILES) = C#C[C@H]1CCCN1

6.
ORCA calculation (the ωB97M-V functional and the def2-TZVPD basis) on the molecule C2H3BrO at a distorted geometry.

Geometry (Å):
C1 0.16581 -0.42141 0.12838
C2 0.55668 0.79211 -0.12179
O1 2.28978 1.01024 0.18138
Br1 3.32413 -0.38610 0.10540
H1 -0.84540 -0.76446 0.00749
H2 0.87812 -1.15683 0.48387
H3 0.17553 1.72239 -0.47354

Cartesian forces (eV/Å) of the 6 atoms listed first:
C -0.153 -0.045 0.036
C 4.371 -0.927 0.903
O -4.505 1.696 -0.683
Br 0.521 -1.272 -0.088
H -0.337 0.168 -0.091
H 0.050 0.011 -0.045

- max |F| (Eh/bohr) = 0.0945
- energy relative to the best compared isomer or geometry (same formula, charge and spin) (kcal per mole) = 83.8
- HOMO-LUMO gap (eV) = 9.55
- total energy (eV) = -74208.780
- structure (SMILES) = C=COBr

7.
ORCA calculation (the ωB97M-V functional and the def2-TZVPD basis) on a cluster of 2 separate species, C3H10N2O in total at a distorted geometry.

Geometry (Å):
C1 -1.91730 -0.29285 -1.31632
C2 -2.21175 0.98976 -1.51034
O1 -2.45906 1.53681 -2.75099
H1 -1.94908 -0.96101 -2.17355
H2 -1.13123 -0.59871 -0.64176
H3 -2.34409 1.67014 -0.68062
H4 -3.37135 1.35045 -3.00913
N1 1.73735 0.29463 2.43459
C3 2.58564 -0.63640 1.67856
N2 1.97007 -1.82694 1.19859
H5 0.79562 0.34110 2.08022
H6 2.12623 1.19029 2.67516
H7 3.42643 -0.89401 2.31857
H8 3.09792 -0.07072 0.88336
H9 1.12785 -1.66262 0.67247
H10 1.90108 -2.50243 1.94335

Cartesian forces (eV/Å) of the 6 atoms listed first:
C 1.349 0.043 -1.467
C -0.212 -0.398 0.317
O -0.874 -0.283 0.142
H -0.051 0.168 -0.164
H -0.913 -0.090 1.252
H 0.627 0.406 0.055

- max |F| (Eh/bohr) = 0.0388
- energy relative to the best compared isomer or geometry (same formula, charge and spin) (kcal per mole) = 63.1
- HOMO-LUMO gap (eV) = 9.62
- total energy (eV) = -8298.768
- structure (SMILES) = C=CO.NCN

8.
ORCA calculation (the ωB97M-V functional and the def2-TZVPD basis) on a cluster of 14 separate species, H28O14 in total at a distorted geometry.

Geometry (Å):
O1 -2.94065 -13.96649 -1.86201
H1 -3.87591 -13.82888 -1.78033
H2 -2.92199 -14.24766 -2.75870
O2 -1.77718 -11.28039 -3.35653
H3 -1.76253 -11.79469 -4.15106
H4 -2.06700 -11.78789 -2.63738
O3 -3.04575 -8.75818 1.57644
H5 -2.81246 -8.71905 0.65325
H6 -3.84735 -8.27034 1.62463
O4 -0.86670 -13.76538 -0.24495
H7 -1.69687 -13.71207 -0.76211
H8 -0.57967 -12.90872 -0.01294
O5 -1.08508 -14.02461 2.39367
H9 -1.75489 -13.34173 2.59268
H10 -1.04966 -13.95073 1.40812
O6 -3.09884 -11.87492 0.36313
H11 -3.56673 -11.62136 -0.42116
H12 -3.39928 -11.25235 1.03015
O7 -2.83895 -12.28156 3.64587
H13 -2.23558 -12.24501 4.37913
H14 -3.38637 -13.01003 3.96026
O8 -4.26289 -11.07358 -1.87795
H15 -3.90124 -11.38893 -2.67730
H16 -4.27828 -10.12679 -1.98413
O9 -4.15200 -14.56863 1.29237
H17 -3.48502 -15.21127 1.13471
H18 -3.76288 -13.81039 0.89777
O10 -5.81056 -10.08577 0.63539
H19 -5.55401 -9.58996 -0.13521
H20 -6.10208 -10.94969 0.34759
O11 -0.94773 -9.76758 2.83205
H21 -0.12966 -9.28082 2.72462
H22 -1.62653 -9.31356 2.36372
O12 -0.60409 -11.03384 -0.04720
H23 -0.51414 -10.09390 -0.11843
H24 -1.54434 -11.17596 -0.03913
O13 -6.93186 -11.14304 -2.30518
H25 -7.29976 -11.96503 -2.59043
H26 -6.01416 -11.29567 -2.07099
O14 -4.94278 -10.32284 3.34640
H27 -5.04194 -10.10481 2.47094
H28 -4.15714 -10.90155 3.31281

Cartesian forces (eV/Å) of the 6 atoms listed first:
O -0.427 0.523 0.020
H -0.952 0.110 0.917
H 0.799 -0.732 -1.338
O 0.177 2.131 -1.061
H 0.092 -0.666 -0.434
H -0.048 -1.630 1.520

- max |F| (Eh/bohr) = 0.0690
- energy relative to the best compared isomer or geometry (same formula, charge and spin) (kcal per mole) = 52.8
- HOMO-LUMO gap (eV) = 8.52
- total energy (eV) = -29119.364